ORCA calculation (wB97M-V/def2-TZVPD) on 2 unconnected molecules or ions with the total composition C5H12O.

Element x y z (Å)
C -1.63 -0.22 -0.33
C -2.38 -1.35 -0.05
C -2.56 -1.98 1.27
H -2.02 0.76 -0.38
H -0.54 -0.35 -0.29
H -3.04 -1.46 -0.82
H -1.74 -1.92 2.06
H -2.80 -3.06 1.34
H -3.44 -1.55 1.79
C 2.08 -0.05 -0.48
C 1.48 1.30 -0.26
O 2.52 2.30 -0.38
H 2.56 -0.27 0.56
H 2.76 -0.33 -1.34
H 1.23 -0.93 -0.47
H 0.74 1.56 -1.08
H 0.95 1.20 0.78
H 3.18 1.75 0.02

2S+1: 1
Gap between HOMO and LUMO in eV: 8.155
Energy above the lowest of the compared OMol25 structures with the same formula, charge and spin in eV: 5.162
SMILES string: C=CC.CCO
Energy in Eh: -272.758953
HOMO level in eV: -7.92